Formula: C20H20N4O2S2
Source: the OMol25 dataset
Level of theory: ωB97M-V/def2-TZVPD

Computed properties:
E	-52788.5371	eV
HOMO-LUMO gap	0.28129	Ha
structure (SMILES)	C[C@H]1CCCN(c2nc3ccccc3nc2[C@@H](C#N)S(=O)(=O)c2cccs2)C1
HOMO	-0.312	Eh
ΔE to the lowest compared entry with this formula, charge and spin	3.474	eV

Cartesian coordinates (Å):
C  -1.669  3.206  4.286
C  -0.999  1.984  3.723
C  -1.577  0.741  4.388
C  -0.786  -0.495  3.915
C  -0.929  -0.659  2.395
N  -0.606  0.604  1.689
C  0.562  0.592  0.954
N  1.620  0.283  1.667
C  2.805  0.386  1.084
C  3.923  0.067  1.796
C  5.185  0.366  1.292
C  5.361  0.861  -0.020
C  4.234  1.098  -0.818
C  2.936  0.866  -0.285
N  1.836  1.128  -1.050
C  0.628  0.970  -0.429
C  -0.638  1.247  -1.200
C  -0.492  2.234  -2.282
N  -0.463  2.952  -3.189
S  -1.234  -0.287  -1.922
O  -1.517  -1.321  -0.912
O  -2.435  0.035  -2.706
C  0.056  -0.912  -3.009
C  0.018  -0.694  -4.341
C  1.057  -1.463  -5.048
C  1.728  -2.263  -4.159
S  1.233  -2.112  -2.495
C  -1.097  1.916  2.223
H  -1.303  4.124  3.781
H  -2.744  3.095  4.128
H  -1.435  3.317  5.339
H  0.053  2.016  3.975
H  -1.468  0.783  5.474
H  -2.630  0.602  4.103
H  0.262  -0.351  4.153
H  -1.123  -1.391  4.439
H  -1.957  -0.880  2.157
H  -0.329  -1.509  2.040
H  3.795  -0.358  2.789
H  6.036  0.195  1.928
H  6.332  1.104  -0.406
H  4.360  1.520  -1.788
H  -1.409  1.568  -0.534
H  -0.725  -0.061  -4.805
H  1.173  -1.425  -6.142
H  2.474  -3.011  -4.441
H  -2.155  2.015  1.935
H  -0.544  2.718  1.730



Formula: C20H20N4O3S
Source: the OMol25 dataset
Level of theory: ωB97M-V/def2-TZVPD

Computed properties:
E	-44003.7309	eV
HOMO-LUMO gap	0.33804	Ha
structure (SMILES)	Cc1ccc(CC(=O)Nc2ccc(S(=O)(=O)Nc3nccc(C)n3)cc2)cc1
HOMO	-0.321	Eh
ΔE to the lowest compared entry with this formula, charge and spin	0.646	eV

Cartesian coordinates (Å):
C  3.615  1.272  3.453
C  3.497  0.235  2.380
C  2.659  -0.863  2.536
C  2.562  -1.828  1.551
C  3.304  -1.722  0.381
C  3.121  -2.737  -0.714
C  1.724  -2.589  -1.313
O  0.948  -3.505  -1.430
N  1.470  -1.294  -1.674
C  0.265  -0.711  -2.052
C  -0.887  -1.456  -2.305
C  -2.071  -0.805  -2.600
C  -2.100  0.574  -2.643
S  -3.649  1.410  -2.886
O  -4.312  0.954  -4.070
O  -3.485  2.819  -2.705
N  -4.592  0.773  -1.622
C  -4.199  0.860  -0.324
N  -5.114  0.637  0.618
C  -4.686  0.685  1.868
C  -3.367  0.944  2.200
C  -2.489  1.162  1.139
C  -1.033  1.422  1.347
N  -2.914  1.122  -0.115
C  -0.959  1.325  -2.441
C  0.225  0.683  -2.148
C  4.144  -0.627  0.223
C  4.242  0.335  1.213
H  4.467  1.048  4.095
H  3.771  2.259  3.024
H  2.722  1.293  4.074
H  2.073  -0.961  3.439
H  1.901  -2.672  1.684
H  3.209  -3.754  -0.328
H  3.863  -2.598  -1.502
H  2.217  -0.633  -1.498
H  -0.848  -2.531  -2.246
H  -2.977  -1.359  -2.786
H  -5.573  0.619  -1.791
H  -5.441  0.507  2.624
H  -3.036  0.976  3.224
H  -0.640  1.984  0.505
H  -0.500  0.473  1.401
H  -0.865  1.965  2.274
H  -1.031  2.399  -2.489
H  1.125  1.255  -1.969
H  4.737  -0.528  -0.677
H  4.905  1.178  1.074



Formula: C20H20N4O4
Source: the OMol25 dataset
Level of theory: ωB97M-V/def2-TZVPD

Computed properties:
E	-35213.4451	eV
HOMO-LUMO gap	0.31303	Ha
structure (SMILES)	CCCOc1ccc(-c2nnn(CC(=O)c3ccc4c(c3)OCCO4)n2)cc1
HOMO	-0.301	Eh
ΔE to the lowest compared entry with this formula, charge and spin	3.394	eV

Cartesian coordinates (Å):
C  -6.307  -1.139  0.580
C  -6.808  0.291  0.738
C  -5.704  1.293  1.092
O  -4.838  1.546  0.002
C  -3.694  0.841  -0.188
C  -3.124  -0.068  0.701
C  -1.937  -0.698  0.384
C  -1.294  -0.439  -0.823
C  -0.065  -1.117  -1.158
N  0.621  -0.931  -2.308
N  1.643  -1.704  -2.260
N  1.592  -2.348  -1.120
C  2.580  -3.283  -0.685
C  3.253  -2.816  0.616
O  3.420  -3.590  1.527
C  3.630  -1.395  0.680
C  3.688  -0.790  1.939
C  4.025  0.538  2.064
C  4.329  1.295  0.935
C  4.259  0.700  -0.333
C  3.917  -0.637  -0.454
O  4.520  1.405  -1.476
C  4.487  2.803  -1.288
C  5.280  3.183  -0.039
O  4.700  2.594  1.107
N  0.548  -2.018  -0.392
C  -1.858  0.476  -1.712
C  -3.038  1.106  -1.396
H  -5.866  -1.499  1.508
H  -5.559  -1.203  -0.207
H  -7.133  -1.796  0.319
H  -7.562  0.332  1.527
H  -7.274  0.618  -0.194
H  -6.161  2.264  1.310
H  -5.154  0.969  1.980
H  -3.595  -0.300  1.643
H  -1.497  -1.404  1.071
H  3.320  -3.381  -1.483
H  2.115  -4.255  -0.492
H  3.458  -1.385  2.809
H  4.075  1.019  3.027
H  3.903  -1.052  -1.449
H  4.922  3.245  -2.185
H  3.447  3.140  -1.176
H  5.270  4.260  0.128
H  6.316  2.836  -0.148
H  -1.357  0.674  -2.646
H  -3.489  1.817  -2.072



Formula: C20H20N8Pd
Source: the OMol25 dataset
Level of theory: ωB97M-V/def2-TZVPD

Computed properties:
E	-36450.9410	eV
total charge	+2
HOMO-LUMO gap (alpha / beta)	0.33787 / 0.22616	Ha
multiplicity	3
HOMO (alpha / beta)	-0.519 / -0.518	Eh
ΔE to the lowest compared entry with this formula, charge and spin	0.727	eV
⟨S²⟩	2.01

Cartesian coordinates (Å):
Pd  0.335  0.435  0.260
C  -2.195  0.064  -1.828
N  -1.608  -0.742  -0.741
C  -1.146  -2.072  -1.156
C  0.279  -1.989  -1.605
N  1.124  -1.132  -1.070
C  2.343  -1.342  -1.657
C  3.567  -0.710  -1.470
C  4.638  -1.188  -2.193
C  4.507  -2.268  -3.073
C  3.299  -2.905  -3.272
C  2.210  -2.412  -2.568
N  0.883  -2.787  -2.507
C  -1.615  1.449  -1.811
N  -0.385  1.681  -1.395
C  -0.192  3.039  -1.438
C  0.918  3.793  -1.068
C  0.802  5.161  -1.162
C  -0.381  5.759  -1.611
C  -1.481  5.021  -1.999
C  -1.376  3.640  -1.912
N  -2.248  2.594  -2.152
H  -3.285  0.122  -1.727
H  -1.966  -0.410  -2.791
H  -2.286  -0.842  0.015
H  -1.777  -2.503  -1.945
H  -1.190  -2.741  -0.288
H  3.652  0.114  -0.777
H  5.607  -0.729  -2.077
H  5.377  -2.613  -3.608
H  3.205  -3.759  -3.924
H  0.455  -3.525  -3.044
H  1.828  3.300  -0.753
H  1.626  5.799  -0.884
H  -0.429  6.834  -1.662
H  -2.383  5.495  -2.344
H  -3.183  2.682  -2.521
N  2.004  2.502  1.987
C  1.703  1.604  1.327
H  2.308  3.281  2.539
N  -0.272  -1.408  3.174
C  -1.219  -1.339  4.122
C  -2.128  -0.383  3.720
C  -1.641  0.086  2.501
N  -0.515  -0.553  2.179
H  0.551  -1.994  3.173
H  -1.197  -1.949  5.001
H  -3.010  -0.066  4.233
H  -2.050  0.860  1.863



Formula: C20H20NS2
Source: the OMol25 dataset
Level of theory: ωB97M-V/def2-TZVPD

Computed properties:
E	-44219.0447	eV
total charge	+1
HOMO-LUMO gap	0.21774	Ha
HOMO	-0.399	Eh

Cartesian coordinates (Å):
C  2.206  -2.201  3.911
C  1.196  -2.924  3.257
C  1.061  -2.845  1.875
C  1.939  -2.034  1.124
C  1.831  -1.986  -0.326
S  2.903  -0.922  -1.132
C  2.377  -0.891  -2.864
C  2.004  -2.277  -3.369
C  0.654  -2.675  -2.795
S  0.743  -3.102  -1.039
C  2.931  -1.281  1.789
C  3.065  -1.373  3.171
H  2.322  -2.280  4.992
H  0.510  -3.554  3.825
H  0.273  -3.412  1.371
H  1.550  -0.170  -2.918
H  3.250  -0.495  -3.401
H  1.921  -2.240  -4.459
H  2.774  -3.009  -3.093
H  -0.099  -1.878  -2.866
H  0.273  -3.589  -3.272
H  3.602  -0.633  1.219
H  3.846  -0.798  3.670
C  -3.213  3.545  2.109
C  -2.333  2.549  1.400
C  -1.552  1.689  2.151
C  -0.720  0.746  1.512
N  -0.636  0.627  0.191
C  -1.385  1.450  -0.589
C  -2.271  2.454  -0.018
C  -3.016  3.276  -0.900
C  -2.906  3.130  -2.277
C  -2.046  2.155  -2.830
C  -1.299  1.328  -2.000
H  -3.786  4.177  1.428
H  -3.923  3.025  2.768
H  -2.606  4.201  2.750
H  -1.570  1.730  3.237
H  -0.106  0.071  2.115
H  -3.685  4.034  -0.482
H  -3.492  3.778  -2.931
H  -1.963  2.045  -3.911
H  -0.625  0.561  -2.388